# 1
Formula: C3H5NO2
Source: the OMol25 dataset
Level of theory: ωB97M-V/def2-TZVPD

Geometry as XYZ:
```
11
Properties=species:S:1:pos:R:3:forces:R:3
C 0.809 1.089 0.791 0.003 0.067 -0.040
C -0.578 0.521 0.754 -0.325 0.411 0.164
O -1.604 1.099 0.937 0.565 -0.336 -0.102
O -0.594 -0.884 0.597 -0.070 -0.013 -0.047
C -0.456 -1.350 -0.661 0.079 0.088 -0.262
N -0.301 -0.581 -1.651 -0.055 -0.292 0.224
H 1.350 0.667 1.645 -0.097 0.019 -0.106
H 1.341 0.818 -0.124 -0.084 0.004 0.122
H 0.758 2.173 0.886 -0.018 -0.133 -0.002
H -0.503 -2.442 -0.659 0.010 0.165 -0.037
H -0.221 -1.109 -2.515 -0.009 0.021 0.085
```
Positions in Å, forces in eV/Å.

The value obtained for the energy above the lowest of the compared OMol25 structures with the same formula, charge and spin is 0.871 eV. The multiplicity is 1. For the highest occupied orbital energy, the calculation gives -10.65 eV.

These are the Löwdin partial charges, in e, on atoms 1 to 5: atom 1 (C): 0.0122, atom 2 (C): -0.4876, atom 3 (O): 0.1592, atom 4 (O): 0.0165, atom 5 (C): -0.2909



# 2
Formula: C43H33INO5P2Re
Source: the OMol25 dataset
Level of theory: ωB97M-V/def2-TZVPD

Geometry as XYZ:
```
86
Properties=species:S:1:pos:R:3:forces:R:3
Re -1.160 1.594 0.810 -1.081 0.576 1.857
O 3.004 5.020 -1.946 -0.070 0.087 -0.089
C 2.101 4.327 -1.262 -0.136 -0.225 0.219
C 2.398 3.652 -0.070 0.045 0.190 0.078
C 1.398 2.954 0.555 -0.064 -0.232 0.119
N 0.154 2.912 0.067 0.909 0.891 -0.558
C -0.135 3.529 -1.089 -0.215 -0.220 -0.070
C 0.804 4.238 -1.788 0.107 0.176 -0.038
C -1.546 3.222 -1.562 0.478 0.744 -0.704
O -1.971 3.694 -2.577 -0.162 -0.110 0.297
O -2.170 2.369 -0.767 0.858 -1.226 1.292
C 1.570 2.042 1.757 0.950 0.426 -0.113
O 2.601 2.004 2.368 -0.358 0.076 -0.009
O 0.506 1.292 1.968 -1.650 -0.359 -1.281
H 3.860 5.038 -1.500 0.026 -0.023 0.010
H 3.389 3.669 0.367 0.003 -0.092 0.019
H 0.559 4.711 -2.729 -0.090 -0.024 0.003
C 1.670 -0.540 -0.830 -0.262 -0.279 -0.086
C 0.685 -0.447 -2.025 0.064 -0.330 0.387
P -0.829 -1.506 -1.683 -0.378 0.250 0.163
C -0.692 -2.768 -3.002 0.062 0.022 0.128
C -0.557 -2.393 -4.337 0.070 -0.202 0.019
C -0.375 -3.360 -5.312 0.000 0.075 -0.053
C -0.350 -4.704 -4.964 0.002 -0.025 0.006
C -0.525 -5.082 -3.642 -0.011 -0.072 -0.013
C -0.691 -4.115 -2.660 -0.023 0.079 0.004
C -2.261 -0.550 -2.345 0.548 0.050 -0.152
C -3.524 -0.913 -1.880 0.072 0.092 -0.026
C -4.660 -0.278 -2.358 -0.040 -0.035 0.095
C -4.547 0.709 -3.325 -0.077 0.006 -0.054
C -3.300 1.052 -3.820 0.156 0.120 0.084
C -2.159 0.446 -3.314 -0.246 -0.060 -0.056
P 1.780 -2.294 -0.158 -0.043 -0.406 -0.189
C 3.530 -2.761 -0.449 -0.066 0.168 0.093
C 4.140 -3.621 0.466 0.047 0.074 -0.100
C 5.479 -3.949 0.334 0.000 -0.103 -0.049
C 6.218 -3.453 -0.733 -0.017 0.021 0.003
C 5.601 -2.649 -1.679 0.067 -0.076 -0.084
C 4.260 -2.315 -1.547 -0.062 0.049 0.111
C 1.840 -1.981 1.647 0.341 0.284 -0.333
C 0.856 -2.480 2.490 -0.105 0.053 -0.035
C 0.866 -2.156 3.842 -0.064 -0.051 0.064
C 1.864 -1.342 4.354 -0.049 0.036 -0.013
C 2.866 -0.866 3.519 0.100 0.079 -0.031
C 2.863 -1.189 2.173 -0.283 0.036 0.285
H 1.290 0.045 0.007 0.032 0.043 0.082
H 2.664 -0.164 -1.083 -0.048 0.092 -0.004
H 1.187 -0.818 -2.919 -0.128 0.112 -0.134
H 0.366 0.584 -2.204 0.114 0.053 -0.034
H -0.596 -1.348 -4.621 0.034 0.013 -0.011
H -0.249 -3.064 -6.345 -0.022 -0.011 -0.011
H -0.193 -5.455 -5.726 -0.031 -0.015 -0.006
H -0.526 -6.130 -3.375 0.017 -0.005 0.012
H -0.819 -4.401 -1.623 0.077 -0.021 0.008
H -3.616 -1.703 -1.142 -0.009 -0.039 -0.033
H -5.631 -0.554 -1.967 -0.026 0.000 -0.048
H -5.432 1.213 -3.691 -0.015 -0.026 -0.033
H -3.198 1.814 -4.580 -0.068 0.057 0.003
H -1.194 0.754 -3.698 0.031 -0.044 -0.015
H 3.568 -4.019 1.295 0.046 0.048 0.061
H 5.950 -4.596 1.062 -0.010 -0.009 0.005
H 7.266 -3.701 -0.829 0.003 -0.001 -0.008
H 6.169 -2.282 -2.524 -0.024 0.006 -0.017
H 3.787 -1.698 -2.302 0.038 0.049 0.008
H 0.075 -3.115 2.088 -0.013 -0.003 -0.034
H 0.093 -2.539 4.497 0.008 -0.011 -0.021
H 1.850 -1.062 5.399 0.045 -0.054 0.019
H 3.634 -0.211 3.907 0.013 -0.038 0.048
H 3.642 -0.799 1.529 0.022 -0.043 -0.032
I -2.833 -0.355 1.561 0.084 0.317 0.480
C -3.413 0.778 3.263 0.047 -0.356 -0.349
C -4.239 0.218 4.193 0.105 0.013 -0.200
C -4.645 0.995 5.291 -0.049 0.080 0.108
C -4.234 2.294 5.395 -0.067 -0.085 0.038
C -3.390 2.876 4.422 0.083 -0.065 -0.110
C -3.005 4.233 4.516 0.037 -0.016 -0.089
C -2.206 4.801 3.564 -0.007 0.051 0.054
C -1.727 4.025 2.497 0.081 0.071 -0.086
C -2.053 2.693 2.365 0.425 -0.744 -1.196
C -2.931 2.098 3.321 -0.163 0.050 0.211
H -4.583 -0.802 4.085 -0.019 -0.008 0.040
H -5.296 0.558 6.035 0.001 0.018 0.025
H -4.559 2.904 6.228 -0.004 0.002 0.011
H -3.366 4.820 5.351 -0.007 0.001 0.016
H -1.932 5.845 3.626 0.006 0.009 0.021
H -1.087 4.500 1.765 0.011 0.000 0.021
```
Positions in Å, forces in eV/Å.

As for the expectation value of S²: 1.11. The value obtained for the energy above the lowest of the compared OMol25 structures with the same formula, charge and spin is 1.260 eV. As for the net charge: +1. The multiplicity is 2. For the highest occupied orbital energy (alpha / beta), the calculation gives -9.78 / -9.78 eV.

These are the Löwdin partial charges, in e, on atoms 1 to 5: atom 1 (Re): 1.3307, atom 2 (O): 0.1369, atom 3 (C): -0.2528, atom 4 (C): 0.1095, atom 5 (C): -0.1484



# 3
Formula: C10H13NO4
Source: the OMol25 dataset
Level of theory: ωB97M-V/def2-TZVPD

Geometry as XYZ:
```
28
Properties=species:S:1:pos:R:3:forces:R:3
O -3.719 -1.955 -4.027 0.133 0.001 0.331
C -2.643 -1.509 -3.772 -0.148 -0.014 -0.892
O -1.554 -2.294 -3.645 -0.042 0.011 0.273
C -0.313 -1.665 -3.288 0.057 -0.115 -0.041
O 0.694 -2.435 -3.867 -0.016 -0.024 0.128
C -0.157 -1.623 -1.791 0.029 0.150 0.168
C 0.038 -2.783 -1.053 -0.003 0.050 0.150
C 0.140 -2.678 0.328 -0.019 0.002 -0.293
N 0.061 -1.525 0.991 -0.004 0.050 0.020
C -0.127 -0.419 0.276 0.013 0.010 -0.134
C -0.236 -0.416 -1.112 -0.016 -0.184 0.060
H -2.426 -0.430 -3.762 0.055 0.021 0.321
H -0.301 -0.646 -3.691 -0.049 0.012 -0.037
H 0.295 -2.975 -4.558 -0.003 0.054 -0.088
H 0.111 -3.748 -1.538 0.010 0.026 -0.019
H 0.296 -3.570 0.923 0.000 0.011 0.060
H -0.186 0.516 0.823 0.017 0.006 0.012
H -0.378 0.518 -1.642 0.008 0.008 0.006
C 1.515 1.760 3.405 -0.038 -0.023 -0.131
C 0.819 2.978 2.846 0.030 -0.036 0.063
O 0.395 3.005 1.714 -0.034 -0.039 -0.052
C 0.677 4.161 3.772 -0.049 0.040 -0.113
H 1.555 0.975 2.653 -0.002 -0.010 0.012
H 2.528 2.019 3.716 -0.011 0.009 0.061
H 0.978 1.392 4.281 0.034 0.022 0.041
H 1.662 4.502 4.096 0.000 -0.028 0.056
H 0.112 3.874 4.660 0.048 -0.010 0.037
H 0.163 4.970 3.259 0.001 -0.001 0.001
```
Positions in Å, forces in eV/Å.

The value obtained for the energy above the lowest of the compared OMol25 structures with the same formula, charge and spin is 0.236 eV. The multiplicity is 1. For the highest occupied orbital energy, the calculation gives -9.80 eV.

These are the Löwdin partial charges, in e, on atoms 1 to 5: atom 1 (O): 0.1080, atom 2 (C): -0.3277, atom 3 (O): 0.0388, atom 4 (C): -0.3593, atom 5 (O): 0.0420



# 4
Formula: C31H28N5O8STc
Source: the OMol25 dataset
Level of theory: ωB97M-V/def2-TZVPD

Geometry as XYZ:
```
74
Properties=species:S:1:pos:R:3:forces:R:3
Tc -0.468 -0.107 -0.090 -0.352 -0.490 0.238
O -3.715 1.317 2.130 -0.027 -0.110 0.018
C -2.743 1.056 1.286 0.169 0.297 -0.029
O -2.203 -0.056 1.200 -0.170 -0.241 -0.078
C -2.294 2.129 0.407 0.069 -0.194 0.025
C -2.885 3.350 0.187 -0.064 0.105 0.010
C -2.361 4.193 -0.794 -0.005 0.027 0.016
C -1.297 3.747 -1.568 -0.033 0.104 -0.063
C -0.736 2.509 -1.321 0.072 -0.101 0.074
N -1.185 1.725 -0.287 0.236 -0.034 0.238
C 0.289 1.796 -2.073 0.024 -0.078 0.293
O 0.924 2.292 -3.107 -0.003 0.068 -0.074
O 0.574 0.631 -1.722 0.204 0.276 -0.249
H -3.886 0.529 2.672 -0.020 0.045 -0.010
H -3.755 3.631 0.766 0.036 0.006 -0.001
H -2.802 5.162 -0.978 0.003 -0.021 0.003
H -0.924 4.372 -2.371 -0.023 -0.013 0.003
H 0.629 3.187 -3.322 0.028 0.005 0.013
C -0.124 -3.201 -6.876 -0.058 0.047 0.045
C -1.072 -3.877 -5.889 0.063 0.039 -0.075
S -0.519 -3.613 -4.216 0.223 0.218 -0.144
O 0.913 -3.778 -4.164 -0.121 -0.018 -0.018
O -1.113 -2.390 -3.719 0.110 0.042 0.005
C -1.242 -4.955 -3.294 -0.236 -0.103 -0.065
C -0.443 -5.295 -2.044 0.071 -0.036 0.251
N 0.112 -4.118 -1.362 -0.104 -0.051 -0.053
C -0.633 -3.110 -0.869 0.036 -0.024 0.247
N 0.143 -2.099 -0.492 0.029 -0.156 -0.029
C 1.443 -2.467 -0.746 -0.122 0.224 0.078
C 1.428 -3.701 -1.283 0.085 -0.196 -0.152
N 2.583 -4.460 -1.692 -0.064 0.030 0.029
O 2.431 -5.629 -1.987 0.028 -0.043 0.009
O 3.633 -3.861 -1.687 0.016 0.022 -0.004
C -2.112 -3.144 -0.731 0.053 0.090 -0.051
H -0.401 -3.490 -7.888 -0.021 0.029 0.000
H 0.904 -3.506 -6.695 -0.009 -0.042 -0.008
H -0.180 -2.116 -6.798 -0.011 -0.018 0.008
H -1.106 -4.956 -6.040 0.033 0.027 -0.045
H -2.081 -3.468 -5.932 -0.021 -0.080 -0.036
H -1.260 -5.825 -3.949 -0.037 -0.053 0.068
H -2.266 -4.656 -3.072 -0.003 -0.037 -0.041
H 0.386 -5.947 -2.283 0.056 0.045 -0.005
H -1.090 -5.817 -1.342 0.014 -0.053 0.035
H 2.292 -1.847 -0.517 -0.017 0.008 -0.023
H -2.476 -4.163 -0.611 0.009 0.001 0.031
H -2.586 -2.700 -1.610 0.020 -0.014 0.021
H -2.392 -2.568 0.150 -0.015 -0.001 0.005
C 0.480 -0.188 1.776 -0.369 0.351 -0.600
C 0.887 0.886 2.388 0.044 -0.521 0.106
C 1.200 1.969 3.048 0.026 0.387 0.106
C 0.078 2.639 3.781 0.124 0.039 -0.070
C -0.120 4.013 3.657 -0.024 0.031 -0.028
C -1.192 4.627 4.288 0.012 -0.023 -0.024
C -2.069 3.878 5.064 0.019 -0.016 -0.020
C -1.871 2.510 5.199 0.012 0.006 -0.029
C -0.807 1.892 4.555 -0.016 -0.021 0.036
C 2.582 2.522 3.066 -0.185 -0.095 -0.001
C 3.465 2.246 2.025 0.030 0.002 -0.109
C 4.769 2.708 2.065 -0.013 -0.003 0.008
C 5.210 3.453 3.151 -0.011 0.001 0.018
C 4.337 3.729 4.194 -0.037 -0.012 -0.008
C 3.028 3.270 4.151 0.039 0.048 0.072
H 0.568 4.599 3.058 -0.001 -0.010 0.028
H -1.342 5.694 4.178 0.016 -0.016 0.024
H -2.893 4.361 5.571 -0.002 -0.004 -0.004
H -2.537 1.925 5.821 0.010 0.001 -0.012
H -0.640 0.827 4.669 -0.004 0.018 0.013
H 3.120 1.663 1.178 0.010 0.008 0.010
H 5.446 2.487 1.249 -0.011 -0.001 0.005
H 6.230 3.811 3.186 -0.018 -0.002 0.002
H 4.678 4.297 5.050 -0.009 0.006 -0.013
H 2.355 3.477 4.975 0.017 0.005 -0.021
N 0.327 -2.525 2.877 -0.166 0.000 -0.109
C 0.383 -1.475 2.405 0.353 0.273 0.111
```
Positions in Å, forces in eV/Å.

As for the expectation value of S²: 1.22. As for the net charge: +1. The multiplicity is 2. For the highest occupied orbital energy (alpha / beta), the calculation gives -9.81 / -10.30 eV.

These are the Löwdin partial charges, in e, on atoms 1 to 5: atom 1 (Tc): 1.4215, atom 2 (O): 0.1803, atom 3 (C): -0.4355, atom 4 (O): -0.0391, atom 5 (C): -0.1646



# 5
Formula: C10H20P2
Source: the OMol25 dataset
Level of theory: ωB97M-V/def2-TZVPD

Geometry as XYZ:
```
32
Properties=species:S:1:pos:R:3:forces:R:3
C 1.803 0.465 -0.876 0.112 -0.797 -1.459
C -1.023 1.440 0.509 2.862 2.248 -0.642
C 2.013 -0.593 1.454 -1.497 1.805 -0.666
C 3.737 -0.995 -0.327 -0.803 -0.224 -1.365
C 1.450 -2.030 -0.660 0.102 0.644 3.252
C -2.998 0.385 1.390 2.949 2.307 -0.273
C -2.071 -0.444 -0.891 -2.277 -0.774 6.142
C -3.154 1.778 -0.695 0.309 2.005 1.993
C 2.261 -0.833 -0.080 -1.625 2.175 0.478
C -2.346 0.823 0.051 1.819 -2.563 0.275
P 0.550 1.546 -0.195 -0.562 -0.384 0.298
P 2.516 2.150 -0.202 -1.265 -0.072 -0.113
H 1.781 0.347 -2.048 0.197 0.082 2.290
H -0.901 2.431 1.110 -1.381 -1.622 -0.665
H 1.020 -0.029 1.663 1.001 -1.562 -0.497
H 1.989 -1.568 1.968 0.523 0.710 0.263
H 2.653 0.266 1.792 0.274 -1.581 0.167
H 3.749 -1.361 -1.354 0.782 0.362 -0.322
H 4.102 -1.810 0.238 0.757 -0.672 0.972
H 4.311 -0.077 -0.224 0.084 -0.099 0.203
H 2.168 -2.377 -1.414 -1.444 -0.612 -0.419
H 1.422 -2.718 0.284 -0.172 0.409 -2.167
H 0.384 -1.652 -0.852 1.749 -1.092 -0.408
H -3.727 -0.287 1.227 -2.838 -2.366 -0.633
H -2.172 -0.141 1.938 -1.019 0.883 0.241
H -3.446 1.321 1.792 0.602 -0.831 0.601
H -2.986 -0.874 -1.252 -0.693 0.135 -0.275
H -1.693 -1.221 -0.162 0.327 0.608 -1.316
H -1.498 -0.157 -1.646 2.915 0.784 -3.250
H -2.740 2.027 -1.598 0.933 0.080 -2.714
H -4.145 1.461 -0.772 -1.721 -0.206 -0.198
H -3.008 2.726 -0.170 -1.000 0.221 0.209
```
Positions in Å, forces in eV/Å.

The value obtained for the energy above the lowest of the compared OMol25 structures with the same formula, charge and spin is 3.002 eV. The multiplicity is 1. For the highest occupied orbital energy (alpha / beta), the calculation gives -7.29 / -7.29 eV.

These are the Löwdin partial charges, in e, on atoms 1 to 5: atom 1 (C): -0.7183, atom 2 (C): -0.3113, atom 3 (C): -0.1118, atom 4 (C): -0.0907, atom 5 (C): -0.0425



no.,electronic energy (eV)
1,-8776.8234
2,-85656.7221
3,-20260.4518
4,-69455.5506
5,-29266.7563